(1)
The following is a quantum chemistry calculation of a cluster of 7 separate species, C26H50N4O6 in total in a non-equilibrium geometry, from the OMol25 dataset.

Maximum force   3.86 eV Å⁻¹
Gap between HOMO and LUMO   9.71 eV
Total charge   0
E_tot   -1691.00060 Ha
SMILES   CNC(C)=O.CNC(C)=O.CNC(C)=O.c1ccncc1.C1CCOC1.C1CCOC1.C1CCOC1
Relative energy (zero: lowest compared OMol25 entry of this formula, charge and spin)   65.2 kcal/mol
Highest occupied orbital energy   -0.34096 hartree
LUMO   0.44 eV

```
86
Properties=species:S:1:pos:R:3:lowdin_charge:R:1
C 7.979 -20.325 4.906 -0.137
C 8.417 -21.766 4.595 -0.209
C 9.896 -21.877 4.832 -0.127
O 10.115 -20.775 5.876 -0.160
C 8.996 -19.947 6.086 -0.210
H 6.931 -20.169 5.162 0.101
H 8.129 -19.678 4.041 0.098
H 8.039 -22.105 3.630 0.106
H 7.978 -22.558 5.201 0.106
H 10.498 -21.788 3.928 0.109
H 10.113 -22.824 5.326 0.108
H 9.268 -18.892 6.118 0.110
H 8.423 -20.184 6.982 0.105
C 10.182 -26.255 13.972 -0.220
C 9.428 -27.225 14.777 -0.169
C 10.308 -28.461 14.539 -0.238
O 10.666 -28.297 13.228 -0.159
C 10.695 -26.958 12.744 -0.165
H 10.994 -25.886 14.600 0.118
H 9.626 -25.404 13.579 0.115
H 8.380 -27.400 14.533 0.119
H 9.588 -26.948 15.819 0.111
H 9.891 -29.443 14.763 0.122
H 11.200 -28.411 15.164 0.113
H 9.917 -26.893 11.984 0.126
H 11.759 -26.779 12.592 0.128
C -0.330 -24.677 3.608 -0.147
C -1.221 -24.425 4.932 -0.150
C -0.261 -23.834 5.889 -0.232
O 0.745 -23.293 5.056 -0.141
C 0.725 -23.606 3.676 -0.212
H -0.883 -24.639 2.670 0.099
H 0.032 -25.704 3.568 0.100
H -1.650 -25.357 5.298 0.104
H -2.017 -23.693 4.798 0.105
H 0.104 -24.687 6.461 0.115
H -0.661 -23.068 6.553 0.123
H 1.657 -24.056 3.334 0.118
H 0.381 -22.775 3.062 0.117
C 5.330 -30.864 9.322 -0.008
C 4.898 -29.668 8.524 -0.589
O 4.251 -28.811 9.127 0.016
N 5.137 -29.586 7.237 0.009
C 4.706 -28.567 6.283 -0.061
H 4.379 -31.265 9.672 0.084
H 5.818 -30.559 10.248 0.086
H 5.855 -31.685 8.832 0.073
H 5.537 -30.325 6.677 0.139
H 5.447 -28.355 5.513 0.076
H 4.600 -27.579 6.731 0.088
H 3.855 -28.991 5.749 0.086
C 4.507 -22.098 12.795 -0.003
C 5.347 -21.034 13.494 -0.603
O 5.743 -20.025 12.963 0.054
N 5.580 -21.320 14.762 -0.001
C 6.111 -20.353 15.747 -0.049
H 4.222 -22.978 13.372 0.070
H 5.018 -22.362 11.869 0.083
H 3.555 -21.656 12.501 0.082
H 5.216 -22.175 15.158 0.126
H 5.725 -20.698 16.707 0.081
H 5.853 -19.340 15.438 0.083
H 7.200 -20.350 15.769 0.078
C 7.313 -36.232 16.947 -0.007
C 7.604 -36.712 18.341 -0.581
O 7.912 -35.904 19.222 0.028
N 7.367 -37.991 18.572 -0.019
C 7.191 -38.525 19.900 -0.064
H 6.642 -36.974 16.513 0.074
H 8.175 -36.032 16.311 0.083
H 6.813 -35.267 17.036 0.087
H 7.545 -38.566 17.761 0.139
H 7.228 -39.613 19.840 0.083
H 6.211 -38.200 20.250 0.092
H 8.012 -38.220 20.549 0.086
N 9.283 -31.520 3.401 0.042
C 9.972 -30.409 3.742 -0.139
C 10.504 -29.613 2.738 -0.106
C 10.350 -29.884 1.409 -0.073
C 9.556 -31.024 1.096 -0.079
C 9.019 -31.826 2.090 -0.137
H 10.052 -30.078 4.767 0.100
H 11.081 -28.717 2.909 0.099
H 10.936 -29.381 0.654 0.104
H 9.313 -31.307 0.082 0.092
H 8.397 -32.644 1.757 0.097
```

---

(2)
The following is a quantum chemistry calculation of a cluster of 2 separate species, C7H17NO in total in a non-equilibrium geometry, from the OMol25 dataset.

Maximum force   2.72 eV Å⁻¹
Gap between HOMO and LUMO   9.85 eV
Total charge   0
E_tot   -406.85978 Ha
SMILES   CCN(C)C(C)=O.CC
Relative energy (zero: lowest compared OMol25 entry of this formula, charge and spin)   44.3 kcal/mol
Highest occupied orbital energy   -0.33616 hartree
LUMO   0.71 eV

```
26
Properties=species:S:1:pos:R:3:lowdin_charge:R:1
C -0.752 -0.333 0.759 -0.249
C -1.477 -1.671 0.814 -0.071
C -1.412 1.981 0.963 -0.056
C -0.729 -0.216 -2.004 0.011
C -1.321 0.988 -1.269 -0.492
O -1.680 2.033 -1.762 0.060
N -1.460 0.793 0.101 -0.120
H -0.315 0.064 1.676 0.112
H 0.180 -0.455 0.202 0.080
H -1.175 -2.366 0.044 0.065
H -2.481 -1.494 0.396 0.079
H -2.157 2.667 0.542 0.087
H -0.469 0.063 -3.021 0.087
H -1.651 -1.875 1.864 0.073
H -1.704 1.996 1.998 0.081
H -0.379 2.320 0.805 0.104
H 0.214 -0.555 -1.574 0.066
H -1.403 -1.062 -1.901 0.081
C 4.141 -0.734 0.935 -0.176
C 3.492 -2.100 0.890 -0.177
H 3.887 -0.061 1.755 0.061
H 5.225 -0.780 0.827 0.061
H 3.796 -0.130 0.085 0.060
H 3.844 -2.835 1.617 0.061
H 3.536 -2.568 -0.093 0.063
H 2.417 -2.056 1.104 0.049
```

---

(3)
The following is a quantum chemistry calculation of a structure of composition C7H9N3O2 in a non-equilibrium geometry, from the OMol25 dataset.

Maximum force   7.19 eV Å⁻¹
Gap between HOMO and LUMO   9.02 eV
Total charge   0
E_tot   -586.62713 Ha
Relative energy (zero: lowest compared OMol25 entry of this formula, charge and spin)   184.0 kcal/mol
Highest occupied orbital energy   -0.32885 hartree
LUMO   0.08 eV

```
21
Properties=species:S:1:pos:R:3:lowdin_charge:R:1
C -3.863 -0.341 -0.184 -0.054
C -1.741 -0.015 0.000 -0.640
C 0.747 -0.041 -0.135 -0.104
C 0.989 -1.357 0.088 -0.026
C 2.379 -1.777 0.005 -0.181
C 3.185 0.250 -0.120 -0.109
C 1.923 0.865 0.001 -0.356
H -3.535 -1.521 -0.706 0.182
H -4.789 0.404 -0.768 0.147
H -4.175 -0.521 1.055 0.145
H -0.540 1.512 0.027 0.063
H 0.028 -2.049 0.604 0.196
H 2.478 -2.862 0.028 0.093
H 3.988 1.100 -0.197 0.135
H 0.800 2.185 0.974 0.191
H 1.872 2.955 -0.846 0.215
N -0.618 0.583 0.117 0.155
N 3.506 -1.116 -0.253 0.070
N 1.845 2.275 0.257 -0.029
O -2.746 0.772 -0.227 -0.007
O -1.734 -1.300 0.281 -0.088
```